A:
Below is a structure of composition C26H30MnN3O3S2Si, with properties calculated with ωB97M-V with the def2-TZVPD basis set.

Values from the calculation:
<S²>: 6.16
Multiplicity: 5
HOMO level (alpha / beta) in Eh: -0.265 / -0.267
Orbital gap (alpha / beta) in eV: 6.4 / 7.4

Last column: Mulliken charge in e.
Geometry (Å):
Mn 11.995 10.995 12.490  -0.13
O 11.510 13.184 13.577  -0.67
N 10.350 13.204 14.089  0.52
C 9.707 14.391 14.296  -0.15
C 8.481 14.503 14.912  -0.65
C 7.910 13.318 15.447  -0.25
C 8.476 12.085 15.140  -0.74
C 9.790 11.997 14.520  0.54
S 10.534 10.499 14.271  -0.36
H 10.211 15.251 13.873  0.41
H 7.868 15.412 14.777  0.33
H 6.967 13.312 15.930  0.39
H 7.936 11.127 15.409  0.29
C 16.091 13.867 9.430  -0.97
Si 16.811 12.736 10.725  0.22
C 18.349 13.389 11.575  -1.18
C 17.216 10.962 10.199  -1.03
C 15.590 12.620 12.151  0.56
C 16.058 12.927 13.419  0.01
C 15.478 12.343 14.545  -0.83
C 14.383 11.504 14.354  -0.21
N 13.834 11.389 13.166  -0.50
C 14.398 11.897 12.022  0.55
S 13.357 11.573 10.653  -0.49
H 16.152 14.921 9.827  0.27
H 15.065 13.580 9.282  0.30
H 16.583 13.855 8.457  0.34
H 19.203 13.439 10.886  0.34
H 18.652 12.687 12.350  0.35
H 18.219 14.394 12.060  0.32
H 18.017 10.975 9.450  0.36
H 16.298 10.554 9.795  0.31
H 17.535 10.412 11.049  0.34
H 16.940 13.585 13.418  0.33
H 15.997 12.502 15.517  0.33
H 13.912 10.901 15.140  0.41
O 7.877 13.174 8.285  -0.57
C 8.033 14.228 8.889  0.16
O 9.072 14.490 9.709  -0.49
C 7.143 15.455 8.523  0.51
N 7.803 16.725 8.858  -0.53
C 6.742 17.732 9.110  -0.64
C 5.673 16.905 9.841  -0.47
C 5.807 15.483 9.313  -0.67
H 6.969 15.464 7.419  0.32
H 8.394 17.057 8.085  0.22
H 9.257 15.467 9.789  0.39
H 6.369 18.110 8.151  0.29
H 7.103 18.515 9.721  0.36
H 4.611 17.235 9.697  0.31
H 5.866 16.986 10.924  0.22
H 5.022 15.343 8.531  0.24
H 5.672 14.671 10.046  0.36
C 10.735 9.732 11.797  -0.49
C 10.219 9.059 10.913  0.50
C 9.664 8.569 9.745  0.67
C 8.785 9.273 8.877  -0.65
C 8.399 8.740 7.651  -0.51
C 8.831 7.502 7.263  -0.29
C 9.652 6.759 8.107  -0.44
C 10.035 7.249 9.323  -0.44
H 8.534 10.267 9.179  0.65
H 7.760 9.306 6.954  0.35
H 8.568 7.130 6.276  0.35
H 9.894 5.730 7.802  0.32
H 10.701 6.596 9.920  0.32


B:
Below is a structure of composition C26H30MnN3O3S2Si, with properties calculated with ωB97M-V with the def2-TZVPD basis set.

Values from the calculation:
<S²>: 6.04
Multiplicity: 5
HOMO level (alpha / beta) in Eh: -0.174 / -0.254
Orbital gap (alpha / beta) in eV: 4.9 / 7.1

Last column: Mulliken charge in e.
Geometry (Å):
Mn 0.487 -0.031 0.536  -0.24
O 2.441 0.124 0.944  -0.65
N 2.791 -0.471 2.108  0.58
C 4.108 -0.717 2.266  -0.45
C 4.558 -1.241 3.442  -0.65
C 3.697 -1.483 4.515  -0.36
C 2.341 -1.216 4.330  -0.50
C 1.896 -0.762 3.075  0.56
S 0.169 -0.639 2.954  -0.34
H 4.763 -0.357 1.488  0.46
H 5.622 -1.412 3.538  0.37
H 3.942 -1.790 5.543  0.34
H 1.592 -1.115 5.128  0.35
C -1.237 3.526 -3.918  -1.09
Si -1.244 1.643 -4.235  0.46
C 0.391 0.928 -4.860  -0.92
C -2.608 1.049 -5.435  -1.17
C -1.755 0.979 -2.480  0.30
C -3.042 0.436 -2.309  -0.03
C -3.457 -0.026 -1.055  -0.94
C -2.576 -0.062 -0.017  -0.08
N -1.303 0.420 -0.128  -0.03
C -0.908 0.997 -1.341  0.60
S 0.796 1.473 -1.390  -0.35
H -1.468 4.083 -4.828  0.40
H -0.341 3.935 -3.424  0.29
H -2.095 3.783 -3.207  0.30
H 0.922 0.487 -3.953  0.17
H 1.035 1.715 -5.362  0.29
H 0.244 0.198 -5.659  0.35
H -2.277 0.321 -6.133  0.33
H -2.854 1.931 -6.064  0.32
H -3.554 0.722 -4.994  0.31
H -3.812 0.423 -3.086  0.13
H -4.463 -0.568 -0.944  0.26
H -2.933 -0.241 1.031  0.34
O 0.162 -2.119 0.130  -0.41
C 0.733 -2.953 -0.605  0.11
O 1.916 -2.694 -1.125  -0.44
C 0.225 -4.399 -1.024  0.56
N 0.838 -4.764 -2.287  -0.47
C -0.118 -4.755 -3.342  -0.72
C -1.505 -4.292 -2.694  -0.38
C -1.333 -4.338 -1.182  -0.65
H 0.616 -5.060 -0.170  0.36
H 1.389 -5.621 -2.263  0.25
H 2.079 -3.422 -1.816  0.49
H -0.155 -5.655 -3.930  0.34
H 0.163 -3.924 -4.067  0.23
H -2.320 -4.826 -3.120  0.48
H -1.548 -3.194 -3.008  -0.04
H -1.768 -5.262 -0.748  0.31
H -1.777 -3.526 -0.559  0.27
C -0.372 1.086 2.916  -0.51
C -0.294 2.172 3.532  0.27
C -0.108 3.315 4.360  0.65
C 1.213 3.538 4.881  -0.41
C 1.567 4.603 5.724  -0.44
C 0.566 5.484 6.175  -0.52
C -0.737 5.281 5.632  -0.31
C -1.064 4.262 4.758  -0.46
H 2.013 2.827 4.598  0.34
H 2.616 4.761 5.928  0.37
H 0.781 6.354 6.787  0.37
H -1.501 5.966 5.962  0.36
H -2.148 4.112 4.482  0.31


It turns out A is the most stable, with the second structure 50.8 kcal/mol higher.


A:
Below is the molecule C5H6S2, with properties calculated with ωB97M-V with the def2-TZVPD basis set.

Values from the calculation:
HOMO level (alpha / beta) in Eh: -0.274 / -0.274
Orbital gap (alpha / beta) in eV: 5.8 / 5.8

Last column: Mulliken charge in e.
Geometry (Å):
C -1.003 -1.316 -0.511  -0.51
C -0.048 -0.393 -0.913  0.33
C -1.514 -1.534 0.698  -0.14
C 0.547 0.561 -0.304  -0.17
C 1.289 1.770 0.098  -0.45
S -1.157 -0.906 2.187  -0.37
S 1.819 1.304 1.815  -0.12
H -1.394 -2.024 -1.222  0.25
H 0.190 -0.347 -2.002  0.29
H -2.254 -2.415 0.771  0.20
H 2.196 1.991 -0.503  0.38
H 0.475 2.596 0.252  0.25
H 0.549 1.130 2.176  0.07


B:
Below is the molecule C5H6S2, with properties calculated with ωB97M-V with the def2-TZVPD basis set.

Values from the calculation:
HOMO level (alpha / beta) in Eh: -0.272 / -0.284
Orbital gap (alpha / beta) in eV: 7.3 / 7.7

Last column: Mulliken charge in e.
Geometry (Å):
C 0.184 0.608 -0.207  -0.61
C 0.182 -0.675 0.044  1.06
C 2.461 0.130 -0.299  0.23
C -0.822 1.782 -0.179  -1.02
C -0.965 -1.640 0.282  -1.17
S 3.714 1.037 -0.392  -0.25
S 1.767 -1.449 0.034  -0.11
H -1.754 1.251 -0.139  0.33
H -0.649 2.295 -1.072  0.30
H -0.633 2.430 0.714  0.26
H -1.189 -2.228 -0.675  0.26
H -1.737 -1.188 0.861  0.38
H -0.559 -2.353 1.029  0.34


It turns out B is the most stable, with the second structure 10.3 kcal/mol higher.